Entry 1:
# C5H10O

An isolated molecule of C5H10O (wB97M-V/def2-TZVPD, the OMol25 dataset).

Its HOMO energy is -9.1 eV. The strongest force on any atom comes out at 0.0538 hartree/bohr. Its spin multiplicity is 1. Its charge is 0. For the frontier orbital gap, the calculation gives 10.19 eV. The total energy is -271.67476 Eh. As for the LUMO energy: 1.12 eV.

CARTESIAN COORDINATES (ANGSTROEM)
C1 1.0747 -0.2530 1.7742
O1 -0.3709 -0.1681 1.3863
C2 -0.5317 -0.8384 0.1811
C3 -1.7030 -0.4008 -0.6001
C4 -0.0714 -0.1797 -1.0145
C5 0.3861 1.2338 -1.1334
H1 1.0800 0.2498 2.7288
H2 1.7931 0.2266 1.1258
H3 1.3742 -1.2915 1.9281
H4 -0.3504 -1.9173 0.2425
H5 -2.1802 0.5130 -0.3335
H6 -2.3544 -1.1398 -1.0465
H7 0.3353 -0.8403 -1.7669
H8 1.4725 1.2986 -1.1717
H9 0.0364 1.8082 -0.2786
H10 0.0139 1.6995 -2.0411

Entry 2:
# C19H25N3RuSSi

A structure of composition C19H25N3RuSSi (wB97M-V/def2-TZVPD, the OMol25 dataset).

Its HOMO energy (alpha / beta) is -12.6 / -13.9 eV. The strongest force on any atom comes out at 0.0635 hartree/bohr. As for the expectation value of S²: 6.038. Its spin multiplicity is 5. Its charge is +2. For the frontier orbital gap (alpha / beta), the calculation gives 6.35 / 3.21 eV. The total energy is -1685.07544 Eh. As for the LUMO energy (alpha / beta): -6.23 / -10.66 eV.

CARTESIAN COORDINATES (ANGSTROEM)
C1 1.3689 -1.6080 2.0832
C2 1.8879 -0.8097 1.0203
C3 2.2844 0.4738 1.5641
H1 2.0802 -1.1298 -0.0060
C4 1.9470 0.4410 2.9773
C5 1.4361 -0.8593 3.2746
H2 1.2222 -1.2265 4.2802
H3 1.0355 -2.6425 1.9769
H4 2.8914 1.2209 1.0582
H5 2.1825 1.2306 3.6950
Ru1 0.2403 0.8865 1.4561
C6 -1.0947 2.1128 -1.8133
H6 -0.3794 2.9415 -1.7934
H7 -2.0404 2.3965 -1.3328
H8 -1.3341 1.9343 -2.8870
Si1 -0.3799 0.4081 -1.1977
C7 -1.3969 -1.0679 -1.6514
C8 -0.8107 -2.3136 -1.3672
H9 0.2351 -2.3696 -1.0334
C9 -1.5705 -3.4763 -1.4664
H10 -1.1104 -4.4296 -1.2161
C10 -2.9061 -3.3926 -1.8852
H11 -3.4959 -4.3074 -1.9644
C11 -3.4764 -2.1505 -2.1885
H12 -4.5124 -2.0935 -2.5158
C12 -2.7335 -0.9761 -2.0624
H13 -3.1677 0.0059 -2.2707
C13 1.3301 0.4222 -1.9516
C14 1.6463 -0.5309 -2.9233
H14 0.9174 -1.3083 -3.1787
C15 2.8937 -0.4851 -3.5647
H15 3.1383 -1.2574 -4.2983
C16 3.8045 0.5285 -3.2622
H16 4.7681 0.5686 -3.7734
C17 3.4894 1.4838 -2.2925
H17 4.1986 2.2689 -2.0253
C18 2.2513 1.4292 -1.6348
H18 2.0143 2.1796 -0.8696
H19 -0.4303 1.6635 0.1466
H20 -0.0560 -0.4229 0.1108
N1 -1.4608 -0.0032 2.4188
N2 -1.9570 0.8194 3.4853
C19 -1.5405 2.0857 3.5684
N3 -2.1201 2.8590 4.5072
S1 -0.2933 2.7263 2.5844
H21 -2.2310 -0.1925 1.7699
H22 -1.2204 -0.9126 2.8337
H23 -2.8364 0.5273 3.9320
H24 -1.8273 3.8260 4.6031
H25 -2.8811 2.5255 5.0798

Entry 3:
# C21H32N2O3

An isolated molecule of C21H32N2O3 (wB97M-V/def2-TZVPD, the OMol25 dataset).

Its HOMO energy is -7.6 eV. The strongest force on any atom comes out at 0.0118 hartree/bohr. Its spin multiplicity is 1. Its charge is 0. For the frontier orbital gap, the calculation gives 8.16 eV. The total energy is -1154.69528 Eh. As for the LUMO energy: 0.54 eV.

CARTESIAN COORDINATES (ANGSTROEM)
C1 3.4596 4.5222 -5.5597
C2 2.3572 5.1931 -4.7444
O1 1.2927 4.3168 -4.4409
C3 1.4495 3.3703 -3.4698
C4 0.3850 2.4767 -3.3293
C5 0.4182 1.4893 -2.3718
C6 1.5184 1.3635 -1.5227
N1 1.4843 0.3320 -0.5789
C7 2.4069 0.0121 0.3429
O2 3.4724 0.5717 0.5202
C8 2.0634 -1.2119 1.2176
N2 0.7041 -1.2732 1.7554
C9 -0.4984 -1.3336 1.1527
O3 -0.6813 -1.2223 -0.0502
C10 -1.6594 -1.4888 2.1227
C11 -2.7991 -2.2739 1.4732
C12 -4.0047 -2.3477 2.4032
C13 -4.4953 -0.9508 2.7847
C14 -5.7000 -1.0316 3.7175
C15 -3.3526 -0.1710 3.4358
C16 -2.1480 -0.0848 2.5042
C17 2.5241 -2.5202 0.5233
C18 2.2053 -3.7202 1.4147
C19 1.9480 -2.7290 -0.8747
C20 2.5768 2.2521 -1.6573
C21 2.5432 3.2452 -2.6215
H1 4.2262 5.2505 -5.8100
H2 3.9136 3.7076 -5.0009
H3 3.0424 4.1169 -6.4782
H4 1.8923 5.9882 -5.3347
H5 2.7663 5.6398 -3.8294
H6 -0.4617 2.5823 -3.9890
H7 -0.4091 0.8020 -2.2714
H8 0.6413 -0.2504 -0.6147
H9 2.7062 -1.0941 2.0973
H10 0.6826 -1.3776 2.7577
H11 -1.3280 -2.0118 3.0269
H12 -3.0740 -1.7795 0.5401
H13 -2.4554 -3.2810 1.2259
H14 -4.8085 -2.9000 1.9127
H15 -3.7327 -2.8931 3.3109
H16 -4.7946 -0.4269 1.8703
H17 -6.0534 -0.0354 3.9737
H18 -6.5149 -1.5736 3.2433
H19 -5.4353 -1.5483 4.6380
H20 -3.6886 0.8367 3.6882
H21 -3.0613 -0.6679 4.3649
H22 -2.4268 0.4480 1.5926
H23 -1.3409 0.4737 2.9854
H24 3.6125 -2.4323 0.4322
H25 2.6097 -3.5824 2.4156
H26 2.6410 -4.6222 0.9928
H27 1.1293 -3.8660 1.4872
H28 0.8625 -2.7455 -0.8568
H29 2.2980 -3.6807 -1.2693
H30 2.2749 -1.9440 -1.5514
H31 3.4308 2.1654 -1.0066
H32 3.3849 3.9161 -2.6901